DFT (ωB97M-V/def2-TZVPD) results for the molecule C4H5NO2.

The energy above the lowest of the compared OMol25 structures with the same formula, charge and spin comes out at 359.5 kJ/mol. As for the charge: 0. As for the SMILES: CC1=C(O)N1C=O. The calculation puts the molecular weight at 99.1 g mol⁻¹. As for the total energy: -360.53251 Eh.

The geometry in XYZ format:
```
12
Properties=species:S:1:pos:R:3:forces:R:3
O 1.231 -0.650 -1.724 -0.5 -0.1 0.1
O -0.892 -1.661 1.639 -0.1 0.0 -0.2
N -0.797 -0.426 -0.608 0.0 -0.1 -0.2
C -0.037 0.423 0.469 0.0 -0.1 0.2
C -0.562 -0.687 0.802 0.2 0.3 0.0
C 0.614 1.740 0.475 0.0 0.0 0.0
C 0.093 -1.009 -1.542 0.3 0.1 -0.1
H -0.396 -1.777 -2.168 0.1 0.1 0.1
H 0.993 1.964 1.476 -0.1 0.0 -0.1
H -0.098 2.521 0.186 0.1 -0.1 0.0
H 1.448 1.747 -0.232 -0.1 0.0 0.1
H -1.596 -2.184 1.228 0.1 0.0 0.1
```
Positions in Å, forces in eV/Å.

Mulliken charges in e: -0.475 -0.487 -0.482 0.172 0.656 -1.167 0.174 0.353 0.287 0.299 0.310 0.360

=====

DFT (ωB97M-V/def2-TZVPD) results for a structure of composition C4H5NO2 in a non-equilibrium geometry.

The energy above the lowest of the compared OMol25 structures with the same formula, charge and spin comes out at 296.3 kJ/mol. As for the charge: 0. The calculation puts the molecular weight at 99.1 g mol⁻¹. As for the total energy: -360.55657 Eh.

The geometry in XYZ format:
```
12
Properties=species:S:1:pos:R:3:forces:R:3
O 3.412 -0.076 0.881 1.6 -1.0 1.2
O -1.073 0.570 -0.848 1.0 1.1 -0.8
N 1.976 1.287 -0.373 4.4 0.7 1.3
C 2.698 0.578 0.271 -1.9 0.7 -1.1
C -1.027 -0.865 -0.761 3.3 -0.2 2.6
C -1.396 -0.685 0.719 0.0 -2.9 0.0
C -1.276 0.605 0.515 -0.4 -2.0 -1.2
H -1.684 -1.327 -1.403 -1.3 -1.1 -1.6
H 0.105 -1.277 -0.826 -2.6 1.0 -0.3
H -1.597 -1.486 1.456 0.3 1.2 -0.2
H -1.237 1.460 1.044 -0.1 2.8 1.6
H 1.099 1.216 -0.675 -4.2 -0.4 -1.5
```
Positions in Å, forces in eV/Å.

Mulliken charges in e: -0.398 -0.431 -0.495 0.571 -0.220 -0.249 -0.427 0.327 0.146 0.338 0.503 0.334

=====

DFT (ωB97M-V/def2-TZVPD) results for the molecule C4H5NO2 in a non-equilibrium geometry.

The energy above the lowest of the compared OMol25 structures with the same formula, charge and spin comes out at 67.5 kJ/mol. As for the charge: 0. As for the SMILES: Cc1coc(=O)[nH]1. The calculation puts the molecular weight at 99.1 g mol⁻¹. As for the total energy: -360.64372 Eh.

The geometry in XYZ format:
```
12
Properties=species:S:1:pos:R:3:forces:R:3
O 2.886 -0.428 1.121 -0.1 0.2 0.0
O 1.419 1.234 0.566 0.4 -0.2 0.5
N 0.718 -0.835 0.396 0.4 -0.3 -0.3
C -1.567 -0.357 -0.712 -0.2 1.1 -0.4
C -0.299 -0.030 -0.061 0.3 0.6 0.0
C 0.122 1.229 0.107 0.2 0.0 0.6
C 1.806 -0.061 0.744 0.3 -0.3 0.1
H 0.773 -1.833 0.338 0.1 -0.1 -0.1
H -0.411 2.137 0.312 -0.2 0.2 -0.7
H -1.436 -0.708 -1.733 0.3 -0.5 0.0
H -1.815 0.743 -0.917 -1.4 -1.7 0.5
H -2.196 -1.091 -0.160 -0.1 1.1 -0.3
```
Positions in Å, forces in eV/Å.

Mulliken charges in e: -0.572 -0.300 -0.071 -0.930 0.464 -0.332 0.391 0.182 0.353 0.290 0.227 0.299

=====

DFT (ωB97M-V/def2-TZVPD) results for the molecule C4H5NO2 in a non-equilibrium geometry.

The energy above the lowest of the compared OMol25 structures with the same formula, charge and spin comes out at 364.3 kJ/mol. As for the charge: 0. As for the SMILES: O=CN1CC=CO1. The calculation puts the molecular weight at 99.1 g mol⁻¹. As for the total energy: -360.53067 Eh.

The geometry in XYZ format:
```
12
Properties=species:S:1:pos:R:3:forces:R:3
O 2.781 -0.471 -0.221 -1.0 -0.4 -0.3
O -0.320 1.475 0.029 2.0 -2.3 -0.1
N 0.666 0.239 0.285 -2.9 1.8 0.1
C 1.940 0.400 -0.092 1.6 1.1 1.0
C -1.515 0.837 -0.204 1.3 -0.5 0.2
C -1.470 -0.499 -0.120 -0.3 2.0 -0.2
C -0.134 -0.991 0.175 2.5 1.7 -2.4
H 0.438 -1.455 -0.685 -1.1 -0.8 1.2
H -2.250 1.579 -0.461 -0.5 -0.3 0.3
H -2.241 -1.128 0.149 -2.0 -1.0 -0.4
H -0.153 -1.430 1.118 0.5 -1.6 1.3
H 2.259 1.444 0.028 -0.2 0.3 -0.7
```
Positions in Å, forces in eV/Å.

Mulliken charges in e: -0.531 -0.336 0.049 0.035 -0.092 -0.624 -0.160 0.261 0.423 0.332 0.286 0.355

=====

DFT (ωB97M-V/def2-TZVPD) results for the molecule C4H5NO2 in a non-equilibrium geometry.

The energy above the lowest of the compared OMol25 structures with the same formula, charge and spin comes out at 324.5 kJ/mol. As for the charge: 0. As for the SMILES: O=C1C=CCON1. The calculation puts the molecular weight at 99.1 g mol⁻¹. As for the total energy: -360.54584 Eh.

The geometry in XYZ format:
```
12
Properties=species:S:1:pos:R:3:forces:R:3
O 0.564 -1.342 -0.471 -0.7 0.3 0.0
O -2.681 -0.198 0.065 1.3 1.8 -0.5
N -0.771 -1.197 0.045 2.5 -1.4 0.0
C -0.597 1.110 -0.334 0.3 3.4 0.8
C 1.388 -0.419 0.183 0.5 3.4 -2.6
C 0.753 1.088 -0.069 -1.0 -1.6 1.6
C -1.461 -0.057 -0.115 -1.5 -1.6 -0.2
H -1.212 2.108 -0.397 1.5 -1.9 0.0
H 1.343 2.003 0.303 -0.9 -1.4 -1.3
H -1.209 -2.087 -0.067 -0.5 -0.2 0.1
H 2.401 -0.383 -0.370 -1.6 -0.5 1.0
H 1.482 -0.625 1.225 0.2 -0.1 0.9
```
Positions in Å, forces in eV/Å.

Mulliken charges in e: -0.274 -0.637 -0.184 -0.468 -0.246 -0.158 0.533 0.274 0.309 0.250 0.289 0.312

=====

DFT (ωB97M-V/def2-TZVPD) results for the molecule C4H5NO2 in a non-equilibrium geometry.

The energy above the lowest of the compared OMol25 structures with the same formula, charge and spin comes out at 447.4 kJ/mol. As for the charge: 0. As for the SMILES: C#C/C(=N/O)OC. The calculation puts the molecular weight at 99.1 g mol⁻¹. As for the total energy: -360.49903 Eh.

The geometry in XYZ format:
```
12
Properties=species:S:1:pos:R:3:forces:R:3
O 0.134 0.700 -0.685 -0.7 -0.6 -0.5
O 0.719 -0.264 1.826 0.0 0.0 0.0
N -0.123 -0.996 0.982 0.2 -0.2 0.2
C -2.006 -1.736 -1.713 0.0 -0.2 0.0
C -1.210 -1.154 -1.028 -0.4 -0.3 -0.4
C 0.962 1.580 0.023 1.2 2.1 0.1
C -0.306 -0.460 -0.156 -0.1 0.6 0.1
H 0.445 2.092 0.890 0.5 -0.7 -1.0
H 1.325 2.367 -0.721 -0.9 -1.0 0.9
H -2.701 -2.314 -2.299 0.3 0.4 0.2
H 1.862 1.064 0.345 -0.1 0.1 0.3
H 0.898 -0.880 2.538 -0.1 -0.2 0.1
```
Positions in Å, forces in eV/Å.

Mulliken charges in e: -0.300 -0.351 -0.430 0.411 -0.419 -0.583 0.119 0.256 0.226 0.422 0.296 0.351

=====

no.,HOMO-LUMO gap (eV)
1,8.88
2,10.27
3,9.25
4,9.78
5,9.71
6,9.98